Record 1
Entry from the OMol25 dataset: a cluster of 8 separate species, C16H48O16 in total at a distorted geometry (the ωB97M-V functional and the def2-TZVPD basis).

Properties
2S+1: 2
Total charge: -1
Expectation value of S²: 0.75
M, g/mol: 496.544
Calculated total energy, eV: -50122.349
Highest occupied orbital energy (alpha / beta), eV: 0.51 / -7.54
HOMO-LUMO gap (alpha / beta), eV: 1.7 / 9.8
LUMO (alpha / beta), eV: 2.258 / 2.238
Energy above the lowest of the compared OMol25 structures with the same formula, charge and spin, eV: 0.000

Geometry (Å):
1 C -14.282 12.655 -14.159
2 C -14.296 12.720 -15.703
3 O -14.065 11.404 -16.287
4 O -15.283 11.826 -13.703
5 H -14.519 13.570 -13.617
6 H -13.303 12.260 -13.885
7 H -13.542 13.397 -16.106
8 H -15.269 13.079 -16.039
9 H -14.294 10.787 -15.588
10 H -15.483 11.854 -12.764
11 C -16.720 10.081 -9.862
12 C -16.271 8.790 -9.164
13 O -16.230 7.680 -10.084
14 O -18.155 10.168 -10.047
15 H -16.228 10.013 -10.832
16 H -16.230 10.924 -9.375
17 H -16.933 8.506 -8.347
18 H -15.312 8.765 -8.647
19 H -17.026 7.178 -9.892
20 H -18.257 9.423 -10.644
21 C -17.362 7.055 -13.577
22 C -18.230 8.392 -13.573
23 O -19.263 8.551 -12.498
24 O -18.021 6.066 -14.343
25 H -17.065 6.640 -12.614
26 H -16.386 7.295 -13.998
27 H -18.714 8.556 -14.536
28 H -17.411 9.111 -13.531
29 H -19.969 7.923 -12.663
30 H -17.954 6.118 -15.300
31 C -13.666 2.699 -10.552
32 C -13.795 4.160 -9.937
33 O -15.133 4.425 -9.598
34 O -13.517 1.816 -9.517
35 H -12.741 2.569 -11.114
36 H -14.443 2.468 -11.281
37 H -13.454 5.021 -10.510
38 H -13.255 4.169 -8.990
39 H -15.105 5.385 -9.595
40 H -14.321 1.812 -8.992
41 C -14.131 6.746 -5.872
42 C -13.173 5.640 -5.352
43 O -12.961 4.589 -6.350
44 O -14.306 7.792 -4.911
45 H -15.111 6.480 -6.267
46 H -13.694 7.337 -6.677
47 H -13.405 5.402 -4.314
48 H -12.150 6.005 -5.258
49 H -13.265 3.741 -6.020
50 H -13.604 8.445 -4.967
51 C -19.178 12.157 -12.408
52 C -19.795 13.202 -13.433
53 O -19.544 14.593 -13.090
54 O -19.785 12.204 -11.196
55 H -18.139 12.451 -12.258
56 H -19.232 11.104 -12.684
57 H -20.877 13.066 -13.458
58 H -19.454 12.847 -14.405
59 H -19.816 14.717 -12.178
60 H -19.310 11.737 -10.506
61 C -13.883 12.703 -7.485
62 C -12.699 12.198 -8.435
63 O -13.061 10.827 -8.848
64 O -13.605 12.464 -6.075
65 H -14.787 12.124 -7.673
66 H -13.916 13.780 -7.646
67 H -11.791 12.290 -7.840
68 H -12.477 12.881 -9.254
69 H -12.387 10.369 -9.356
70 H -14.450 12.625 -5.648
71 C -19.511 6.419 -9.239
72 C -20.009 6.171 -7.713
73 O -19.105 6.838 -6.829
74 O -18.262 5.712 -9.559
75 H -19.410 7.501 -9.318
76 H -20.110 6.182 -10.118
77 H -20.071 5.197 -7.228
78 H -20.991 6.641 -7.660
79 H -18.271 6.383 -6.971
80 H -18.479 4.976 -10.135

Record 2
Entry from the OMol25 dataset: a cluster of 8 separate species, C16H48O16 in total at a distorted geometry (the ωB97M-V functional and the def2-TZVPD basis).

Properties
Total charge: 0
M, g/mol: 496.544
Calculated total energy, eV: -50125.206
Highest occupied orbital energy, eV: -9.57
SMILES string: OCCO.OCCO.OCCO.OCCO.OCCO.OCCO.OCCO.OCCO
HOMO-LUMO gap, eV: 9.7
LUMO, eV: 0.118
Energy above the lowest of the compared OMol25 structures with the same formula, charge and spin, eV: 2.058

Geometry (Å):
1 O 2.538 -8.242 -7.236
2 C 3.747 -8.941 -7.154
3 C 4.474 -8.970 -8.544
4 O 4.927 -7.748 -8.987
5 H 2.192 -8.020 -6.369
6 H 4.335 -8.492 -6.354
7 H 3.347 -9.911 -6.858
8 H 4.015 -9.488 -9.386
9 H 5.343 -9.578 -8.291
10 H 5.264 -7.249 -8.240
11 O 3.427 -7.770 -1.778
12 C 3.556 -6.795 -2.737
13 C 3.505 -7.308 -4.171
14 O 2.162 -7.785 -4.428
15 H 2.484 -7.887 -1.635
16 H 2.949 -5.902 -2.590
17 H 4.544 -6.377 -2.545
18 H 4.187 -8.107 -4.461
19 H 3.838 -6.466 -4.779
20 H 1.885 -8.311 -3.674
21 O 6.235 -5.979 -7.059
22 C 5.278 -4.959 -7.130
23 C 5.443 -4.290 -8.494
24 O 6.647 -3.462 -8.551
25 H 7.130 -5.632 -7.064
26 H 4.286 -5.405 -7.208
27 H 5.090 -4.203 -6.368
28 H 4.525 -3.809 -8.831
29 H 5.668 -5.034 -9.259
30 H 7.396 -3.980 -8.247
31 O 5.701 -2.420 -2.107
32 C 4.282 -2.406 -2.194
33 C 3.837 -2.656 -3.651
34 O 4.048 -3.959 -3.991
35 H 6.018 -2.368 -1.202
36 H 3.963 -3.162 -1.477
37 H 3.842 -1.467 -1.859
38 H 4.446 -2.034 -4.307
39 H 2.777 -2.432 -3.771
40 H 4.896 -4.234 -3.635
41 O 0.843 -5.031 -7.268
42 C 1.465 -4.558 -6.060
43 C 0.421 -4.532 -4.943
44 O -0.616 -3.627 -5.176
45 H 1.540 -5.306 -7.869
46 H 2.299 -5.156 -5.695
47 H 1.830 -3.546 -6.235
48 H 0.936 -4.285 -4.015
49 H -0.070 -5.501 -4.851
50 H -1.052 -3.892 -5.989
51 O -2.551 -2.871 -2.975
52 C -2.190 -1.827 -2.078
53 C -3.348 -1.316 -1.305
54 O -2.914 -0.558 -0.203
55 H -1.717 -3.035 -3.422
56 H -1.419 -2.065 -1.345
57 H -1.836 -0.980 -2.666
58 H -4.129 -1.998 -0.972
59 H -3.956 -0.690 -1.958
60 H -2.746 -1.230 0.462
61 O 4.196 -7.169 -11.369
62 C 3.316 -6.064 -11.531
63 C 2.163 -5.828 -10.538
64 O 2.608 -5.866 -9.147
65 H 4.636 -7.183 -10.515
66 H 3.928 -5.169 -11.418
67 H 2.981 -6.069 -12.569
68 H 1.343 -6.519 -10.735
69 H 1.719 -4.851 -10.727
70 H 2.549 -6.810 -8.980
71 O -2.365 -4.094 -7.472
72 C -3.284 -5.146 -7.468
73 C -2.673 -6.458 -6.956
74 O -1.600 -6.873 -7.761
75 H -2.201 -3.846 -8.385
76 H -4.159 -4.866 -6.881
77 H -3.684 -5.299 -8.470
78 H -3.450 -7.212 -6.830
79 H -2.198 -6.245 -5.998
80 H -0.936 -6.192 -7.631

Record 3
Entry from the OMol25 dataset: a cluster of 8 separate species, C16H48O16 in total at a distorted geometry (the ωB97M-V functional and the def2-TZVPD basis).

Properties
Total charge: 0
M, g/mol: 496.544
Calculated total energy, eV: -50122.762
Highest occupied orbital energy, eV: -9.68
SMILES string: OCCO.OCCO.OCCO.OCCO.OCCO.OCCO.OCCO.OCCO
HOMO-LUMO gap, eV: 10.0
LUMO, eV: 0.331
Energy above the lowest of the compared OMol25 structures with the same formula, charge and spin, eV: 4.503

Geometry (Å):
1 O -23.288 -1.215 18.953
2 C -24.478 -1.010 19.725
3 C -25.052 0.214 19.284
4 O -26.112 0.451 20.174
5 H -23.566 -1.582 18.111
6 H -25.166 -1.848 19.613
7 H -24.161 -0.889 20.761
8 H -25.466 0.195 18.277
9 H -24.472 1.126 19.429
10 H -25.846 0.905 20.977
11 O -22.506 6.530 25.681
12 C -21.413 5.618 25.454
13 C -21.932 4.205 25.119
14 O -22.342 3.503 26.296
15 H -22.778 6.903 24.839
16 H -20.805 5.997 24.632
17 H -20.896 5.726 26.407
18 H -21.156 3.692 24.551
19 H -22.756 4.432 24.442
20 H -23.103 4.024 26.563
21 O -29.570 1.242 23.857
22 C -29.514 0.222 22.873
23 C -29.633 0.971 21.551
24 O -30.965 1.331 21.370
25 H -30.230 0.982 24.504
26 H -28.560 -0.271 23.054
27 H -30.264 -0.568 22.915
28 H -29.391 0.149 20.878
29 H -28.983 1.780 21.216
30 H -31.116 2.160 21.830
31 O -26.730 -5.025 20.281
32 C -25.969 -4.468 21.274
33 C -24.503 -4.815 21.306
34 O -23.724 -4.189 22.313
35 H -26.373 -4.844 19.408
36 H -26.042 -3.389 21.405
37 H -26.403 -4.902 22.175
38 H -24.066 -4.778 20.308
39 H -24.449 -5.881 21.529
40 H -24.171 -4.360 23.146
41 O -19.727 1.421 29.211
42 C -20.983 2.023 28.630
43 C -22.132 1.727 29.630
44 O -22.411 0.365 29.448
45 H -18.969 1.671 28.677
46 H -20.971 3.087 28.391
47 H -21.093 1.619 27.624
48 H -22.978 2.410 29.548
49 H -21.835 1.758 30.678
50 H -21.862 -0.074 30.102
51 O -28.296 -3.413 24.024
52 C -27.744 -4.632 24.504
53 C -27.302 -4.726 25.962
54 O -28.380 -4.797 26.860
55 H -27.477 -2.976 23.777
56 H -28.266 -5.531 24.175
57 H -26.731 -4.750 24.121
58 H -27.009 -3.691 26.137
59 H -26.431 -5.243 26.366
60 H -29.129 -4.375 26.432
61 O -23.989 1.289 25.383
62 C -24.005 -0.070 25.650
63 C -24.387 -0.827 24.287
64 O -25.733 -0.901 23.953
65 H -23.487 1.681 26.102
66 H -23.106 -0.495 26.096
67 H -24.657 -0.195 26.515
68 H -24.104 -1.846 24.551
69 H -23.776 -0.484 23.452
70 H -26.181 -0.074 23.759
71 O -25.799 3.199 24.717
72 C -26.170 3.658 23.458
73 C -25.056 3.443 22.426
74 O -24.851 2.034 22.201
75 H -25.237 2.436 24.871
76 H -27.122 3.184 23.219
77 H -26.367 4.710 23.664
78 H -24.120 3.899 22.750
79 H -25.465 3.952 21.553
80 H -24.271 1.827 22.937

> Which of these has the highest energy above the lowest of the compared OMol25 structures with the same formula, charge and spin?

number 3

> The highest calculated total energy belongs to which entry?

number 1